# 1
{
  "formula": "C3H3N2S",
  "method": "ωB97M-V/def2-TZVPD",
  "symbols": ["C", "C", "C", "N", "N", "S", "H", "H", "H"],
  "positions_angstrom": [[0.61152, 1.91314, 1.84956], [-0.54965, -1.00081, 1.19099], [0.00612, 0.59760, -0.80869], [0.02915, -0.42885, 2.13301], [0.33796, 0.84156, 2.20031], [-1.25354, -0.32394, -0.35194], [-0.68249, -2.06023, 1.27015], [-0.26690, 1.29048, -1.69000], [1.11643, 0.83065, -0.52276]],
  "nbo_charge": [0.367, -0.045, -0.380, -0.123, -0.382, 0.713, 0.249, 0.282, 0.319],
  "charge": 1,
  "orbital_gap_ev": 8.011,
  "de_lowest_kcal_mol": 97.27
}

---

# 2
{
  "formula": "C5H9NaO3",
  "method": "ωB97M-V/def2-TZVPD",
  "symbols": ["O", "C", "C", "H", "H", "H", "O", "C", "C", "O", "C", "Na", "H", "H", "H", "H", "H", "H"],
  "positions_angstrom": [[1.93613, -1.10771, -0.64726], [0.80690, -1.10553, -1.21557], [0.23234, 0.24232, -1.59081], [-1.51368, -1.15935, 0.17741], [0.57232, 0.51425, -2.60335], [-0.85528, 0.08274, -1.69102], [-0.00018, -1.06553, 2.44657], [-0.88447, -0.92889, 1.44082], [-0.92907, 0.59240, 1.17786], [0.34001, 1.06968, 0.74269], [0.47537, 1.40038, -0.63047], [1.96795, -0.39066, 1.54296], [-0.82222, -1.99559, 1.08502], [-1.24938, 1.14895, 2.07357], [-1.69781, 0.81552, 0.41757], [1.49543, 1.78081, -0.77198], [-0.22146, 2.22013, -0.87318], [0.34710, -2.11394, -1.08082]],
  "nbo_charge": [-0.672, 0.417, -0.560, -0.013, 0.242, 0.241, -0.818, -0.208, -0.119, -0.591, -0.050, 0.945, 0.253, 0.201, 0.170, 0.189, 0.187, 0.186],
  "charge": 0,
  "orbital_gap_ev": [5.367, 5.778],
  "de_lowest_kcal_mol": 124.24
}

---

# 3
{
  "formula": "C30H65BrClO11PS",
  "method": "ωB97M-V/def2-TZVPD",
  "symbols": ["C", "C", "P", "C", "C", "C", "C", "C", "C", "C", "S", "O", "O", "Cl", "O", "C", "O", "O", "C", "Br", "O", "C", "C", "C", "O", "H", "H", "H", "H", "H", "H", "H", "H", "H", "H", "H", "H", "H", "H", "H", "H", "H", "H", "H", "H", "H", "H", "H", "H", "H", "C", "C", "O", "C", "C", "H", "H", "H", "H", "H", "H", "H", "H", "H", "H", "C", "C", "O", "C", "C", "H", "H", "H", "H", "H", "H", "H", "H", "H", "H", "C", "C", "O", "C", "C", "H", "H", "H", "H", "H", "H", "H", "H", "H", "H", "C", "C", "O", "C", "C", "H", "H", "H", "H", "H", "H", "H", "H", "H", "H"],
  "positions_angstrom": [[6.61837, -1.93699, -0.23323], [6.64718, -0.45089, 0.16519], [5.51518, 0.49889, -0.95823], [6.49778, 1.60079, -2.05694], [5.66417, 2.69292, -2.73600], [4.33545, 1.48712, 0.14185], [4.92195, 2.03853, 1.42897], [5.97413, 3.12967, 1.15606], [5.75569, 4.39212, 1.98392], [4.86204, 5.43340, 1.30670], [5.73184, 6.35246, 0.06384], [6.33017, 5.46957, -0.87839], [6.56285, 7.33684, 0.66403], [4.20857, 7.32331, -0.91328], [3.63339, 2.63729, -0.43060], [2.34005, 2.60963, -0.01569], [1.43495, 3.33036, -0.37998], [2.24626, 1.59171, 0.95287], [3.03561, 0.61496, 0.36588], [2.30255, 0.19139, -1.48837], [3.19447, -0.54518, 1.00668], [2.23340, -0.83528, 2.04148], [0.81137, -1.02560, 1.54562], [0.45534, -2.46234, 1.22937], [-0.02677, -0.57427, 2.61738], [6.19299, -2.05196, -1.22548], [7.61553, -2.35898, -0.26591], [5.98014, -2.49497, 0.43765], [7.66013, -0.05845, 0.18182], [6.24959, -0.37120, 1.17159], [6.88750, 0.94979, -2.83546], [7.38121, 2.00672, -1.56648], [6.06161, 2.98072, -3.69874], [5.62398, 3.55532, -2.08237], [4.64053, 2.34775, -2.83393], [5.40574, 1.21981, 1.95344], [4.15736, 2.43709, 2.08999], [6.93987, 2.72472, 1.43731], [6.01887, 3.39059, 0.10609], [5.32325, 4.18817, 2.95741], [6.72213, 4.85986, 2.15368], [4.53375, 6.15750, 2.04424], [3.98151, 4.98461, 0.85600], [2.27447, -0.08530, 2.82130], [2.56778, -1.76481, 2.48793], [0.58311, -0.38770, 0.69988], [1.14127, -2.94960, 0.54382], [0.31981, -3.00452, 2.15933], [-0.51605, -2.45067, 0.74239], [-0.81436, -0.16476, 2.25834], [-5.16744, -0.18026, 0.53589], [-4.31527, -1.42879, 0.38804], [-3.24711, -1.50212, 1.31403], [-3.61121, -1.51727, 2.68461], [-4.50230, -2.68158, 3.07862], [-4.55071, 0.71491, 0.43947], [-5.94000, -0.15710, -0.23384], [-5.66236, -0.13692, 1.50792], [-3.85586, -1.42951, -0.60152], [-4.93039, -2.33413, 0.44735], [-4.07515, -0.56359, 2.96253], [-2.67321, -1.58543, 3.23801], [-5.46438, -2.65379, 2.56577], [-4.69630, -2.65619, 4.15109], [-4.02354, -3.63009, 2.83038], [-6.67739, -5.99140, -2.42921], [-6.14283, -5.04535, -1.36716], [-5.44032, -5.68693, -0.32033], [-4.28698, -6.41659, -0.69588], [-3.21608, -5.57249, -1.36657], [-7.32709, -6.74249, -1.97816], [-7.24862, -5.43581, -3.17357], [-5.87601, -6.51712, -2.94992], [-6.98169, -4.53543, -0.89235], [-5.51937, -4.26542, -1.81999], [-4.56300, -7.26875, -1.32731], [-3.88968, -6.83108, 0.23070], [-3.56060, -5.14722, -2.31021], [-2.33686, -6.18168, -1.57851], [-2.92063, -4.74570, -0.71824], [-8.42369, 2.39588, 3.47645], [-7.94394, 1.23204, 4.32728], [-6.54681, 1.01390, 4.26641], [-5.72419, 2.08375, 4.69527], [-5.94878, 2.49439, 6.14039], [-8.13118, 2.25316, 2.43517], [-9.51006, 2.47437, 3.52689], [-8.00631, 3.34675, 3.81016], [-8.40031, 0.31090, 3.96431], [-8.26740, 1.35345, 5.36708], [-5.83685, 2.94362, 4.02543], [-4.69961, 1.72903, 4.57852], [-6.95771, 2.87408, 6.30644], [-5.24771, 3.28157, 6.41910], [-5.80105, 1.64306, 6.80605], [0.56680, 0.54022, -5.45783], [1.93715, 1.19560, -5.43068], [2.99348, 0.30413, -5.12863], [3.17948, -0.77938, -6.01806], [3.48348, -0.36057, -7.44673], [0.35913, 0.05196, -4.50424], [-0.20353, 1.28975, -5.64164], [0.48912, -0.21540, -6.24112], [1.95746, 1.95049, -4.64379], [2.13525, 1.71937, -6.37295], [2.31440, -1.45177, -5.98691], [4.02532, -1.34085, -5.62036], [2.65744, 0.19195, -7.89628], [3.66939, -1.24038, -8.06377], [4.36592, 0.28008, -7.47660]],
  "mulliken_charge": [-1.201, -0.478, 0.360, -0.713, -0.744, 1.113, -1.395, 0.076, -1.344, -0.431, 1.022, -0.489, -0.545, -0.245, -0.216, 0.555, -0.565, -0.360, -0.758, 0.017, -0.269, -1.079, 0.920, -1.458, -0.656, 0.360, 0.338, 0.303, 0.557, 0.181, 0.487, 0.559, 0.492, -0.029, 0.112, 0.363, 0.821, 0.456, -0.190, 0.459, 0.395, 0.484, 0.206, 0.343, 0.426, 0.397, 0.381, 0.358, 0.290, 0.294, -1.166, -0.115, -0.311, -0.190, -1.296, 0.287, 0.442, 0.186, 0.345, 0.139, 0.301, 0.369, 0.262, 0.433, 0.325, -1.226, -0.177, -0.432, -0.326, -0.928, 0.306, 0.410, 0.276, 0.389, 0.228, 0.312, 0.339, 0.271, 0.399, 0.166, -1.047, -0.357, -0.387, -0.254, -1.124, 0.253, 0.396, 0.273, 0.336, 0.333, 0.316, 0.291, 0.270, 0.396, 0.307, -1.069, -0.373, -0.312, -0.354, -1.075, 0.219, 0.409, 0.295, 0.336, 0.348, 0.320, 0.318, 0.271, 0.392, 0.290],
  "charge": 0,
  "orbital_gap_ev": 8.343,
  "de_lowest_kcal_mol": 22.79,
  "smiles": "CCP(CC)[C@@]1(CCCCS(=O)(=O)Cl)OC(=O)O[C@]1(Br)OC[C@@H](C)O.CCOCC.CCOCC.CCOCC.CCOCC"
}

---

# 4
{
  "formula": "H4I2Si2",
  "method": "ωB97M-V/def2-TZVPD",
  "symbols": ["Si", "Si", "I", "I", "H", "H", "H", "H"],
  "positions_angstrom": [[0.98376, -0.25613, 0.80631], [-0.78672, 0.07427, -0.94313], [-0.13357, -0.43633, 3.04007], [0.04225, 1.73451, -2.60365], [1.98313, 0.94594, 0.90759], [1.35378, -1.55905, 0.86942], [-1.25151, -1.24918, -1.47885], [-2.19111, 0.74597, -0.59777]],
  "nbo_charge": [0.522, 0.400, -0.245, -0.208, -0.087, -0.160, -0.126, -0.096],
  "charge": 0,
  "orbital_gap_ev": 9.067,
  "de_lowest_kcal_mol": 13.09,
  "smiles": "I[SiH2][SiH2]I"
}

---

# 5
{
  "formula": "C5H4NNaO5S2",
  "method": "ωB97M-V/def2-TZVPD",
  "symbols": ["Na", "O", "S", "O", "O", "O", "O", "N", "C", "C", "C", "C", "C", "S", "H", "H", "H", "H"],
  "positions_angstrom": [[-2.03054, 0.62115, -0.97415], [-5.28933, -0.69704, -1.55206], [-4.52470, 0.31355, -0.80248], [-5.39248, 1.13834, 0.05886], [-3.45749, -0.34933, 0.02947], [-3.76650, 1.20260, -1.75347], [0.25266, 1.50648, -0.46316], [1.14335, 0.68730, -0.03112], [1.76275, 0.93414, 1.13118], [2.68887, 0.07771, 1.68567], [2.98515, -1.10866, 1.01861], [2.38413, -1.34338, -0.19113], [1.47860, -0.43629, -0.76585], [0.86687, -0.67142, -2.30628], [1.47146, 1.85608, 1.61453], [3.16431, 0.33728, 2.61939], [3.67554, -1.82773, 1.43905], [2.58735, -2.24078, -0.75704]],
  "nbo_charge": [0.938, -1.084, 2.550, -1.090, -1.168, -1.169, -0.634, 0.032, -0.002, -0.321, -0.226, -0.260, -0.008, -0.372, 0.209, 0.198, 0.191, 0.218],
  "charge": -2,
  "orbital_gap_ev": 5.503
}

---

# 6
{
  "formula": "C9H14",
  "method": "ωB97M-V/def2-TZVPD",
  "symbols": ["C", "C", "H", "H", "H", "H", "H", "H", "C", "C", "C", "C", "C", "C", "C", "H", "H", "H", "H", "H", "H", "H", "H"],
  "positions_angstrom": [[1.24572, -2.99543, -3.07500], [2.17865, -2.16096, -2.20355], [1.13618, -2.50417, -4.04579], [1.62405, -4.00792, -3.18785], [0.21815, -3.03767, -2.71325], [3.07810, -1.78061, -2.70512], [2.59309, -2.71664, -1.36432], [1.73329, -1.18786, -1.96977], [-1.46898, 3.43237, 0.84772], [-0.45849, -0.58080, 1.96630], [-0.69834, 0.38854, 2.95418], [-0.51816, -0.24903, 0.62937], [-0.98536, 1.70370, 2.57715], [-0.73916, 1.07363, 0.24493], [-0.95784, 2.03060, 1.22112], [-0.19172, -1.54667, 2.37385], [-0.75694, 0.13870, 4.00201], [-0.15302, -0.89822, -0.16016], [-1.06668, 2.47935, 3.32658], [-0.89432, 1.29304, -0.80343], [-2.52559, 3.24809, 0.63952], [-1.17797, 3.72604, -0.16519], [-1.21468, 4.15196, 1.61070]],
  "nbo_charge": [-0.610, -0.617, 0.203, 0.205, 0.204, 0.205, 0.207, 0.204, -0.637, -0.233, -0.190, -0.201, -0.229, -0.230, 0.009, 0.214, 0.210, 0.214, 0.209, 0.209, 0.223, 0.214, 0.219],
  "charge": 0,
  "orbital_gap_ev": 9.984,
  "de_lowest_kcal_mol": 16.33,
  "smiles": "Cc1ccccc1.CC"
}